{
  "formula": "C34H55F15O12P",
  "method": "ωB97M-V with the def2-TZVPD basis set",
  "elements": ["C", "C", "C", "C", "O", "P", "C", "C", "C", "C", "C", "C", "C", "C", "C", "C", "O", "H", "H", "H", "H", "H", "H", "H", "H", "H", "H", "H", "H", "H", "H", "H", "H", "H", "H", "H", "H", "H", "H", "H", "H", "H", "H", "H", "H", "H", "H", "C", "C", "O", "C", "O", "C", "F", "F", "F", "H", "H", "H", "H", "H", "C", "C", "O", "C", "O", "C", "F", "F", "F", "H", "H", "H", "H", "H", "C", "C", "O", "C", "O", "C", "F", "F", "F", "H", "H", "H", "H", "H", "C", "C", "O", "C", "O", "C", "F", "F", "F", "H", "H", "H", "H", "H", "C", "C", "O", "C", "O", "C", "F", "F", "F", "H", "H", "H", "H", "H"],
  "coordinates": [[3.031, 3.407, 1.239], [3.532, 2.012, 0.836], [2.441, 0.958, 0.927], [2.895, -0.475, 1.168], [1.709, -1.222, 1.173], [0.543, -0.541, -0.054], [-0.666, 0.139, -1.330], [-2.120, 0.280, -0.862], [-2.384, 1.346, 0.209], [-2.361, 2.742, -0.408], [-3.733, 1.120, 0.914], [-3.692, -0.067, 1.891], [-2.816, 0.270, 3.067], [-1.710, -0.375, 3.440], [-1.420, -1.809, 3.075], [-0.667, 0.320, 4.271], [1.648, 0.904, -0.211], [3.298, 3.648, 2.269], [1.942, 3.437, 1.171], [3.424, 4.192, 0.592], [3.883, 2.052, -0.197], [4.374, 1.712, 1.465], [1.825, 1.206, 1.816], [3.538, -0.806, 0.333], [3.421, -0.588, 2.126], [-0.058, 0.157, 1.045], [-0.284, -1.708, 0.168], [1.357, -1.177, -1.048], [-0.300, 1.080, -1.748], [-0.652, -0.585, -2.151], [-2.749, 0.561, -1.720], [-2.470, -0.705, -0.540], [-1.632, 1.307, 0.995], [-3.254, 2.914, -1.018], [-2.356, 3.503, 0.378], [-1.470, 2.901, -1.016], [-4.516, 0.972, 0.162], [-3.950, 2.026, 1.486], [-4.720, -0.272, 2.217], [-3.340, -0.967, 1.391], [-3.110, 1.147, 3.643], [-2.073, -2.453, 3.672], [-1.581, -2.026, 2.022], [-0.391, -2.069, 3.312], [-0.149, -0.367, 4.945], [-1.095, 1.124, 4.872], [0.083, 0.720, 3.587], [-1.919, 8.542, 3.642], [-2.413, 7.637, 2.537], [-2.627, 6.292, 3.019], [-3.764, 6.068, 3.654], [-4.641, 6.851, 3.880], [-3.842, 4.574, 4.048], [-2.697, 4.154, 4.590], [-4.087, 3.844, 2.955], [-4.822, 4.369, 4.925], [-1.015, 8.132, 4.092], [-1.690, 9.527, 3.234], [-2.673, 8.656, 4.420], [-1.671, 7.526, 1.751], [-3.338, 8.006, 2.094], [2.531, -4.120, 2.860], [3.499, -4.224, 1.710], [4.850, -4.505, 2.183], [5.125, -5.755, 2.471], [4.415, -6.717, 2.388], [6.601, -5.869, 2.928], [6.928, -4.916, 3.807], [7.419, -5.755, 1.870], [6.827, -7.052, 3.498], [2.868, -3.361, 3.567], [1.557, -3.817, 2.477], [2.434, -5.066, 3.394], [3.569, -3.275, 1.184], [3.208, -4.994, 0.997], [0.514, -2.467, -8.316], [0.692, -1.207, -7.500], [0.655, -1.488, -6.085], [1.774, -1.949, -5.551], [2.810, -2.151, -6.120], [1.595, -2.147, -4.027], [0.448, -2.775, -3.757], [1.593, -0.956, -3.440], [2.601, -2.873, -3.545], [-0.410, -2.974, -8.035], [0.467, -2.216, -9.376], [1.346, -3.153, -8.160], [-0.128, -0.511, -7.659], [1.628, -0.702, -7.739], [-6.321, -1.595, 4.638], [-7.772, -2.011, 4.601], [-8.184, -2.380, 3.261], [-7.875, -3.605, 2.875], [-7.313, -4.452, 3.504], [-8.409, -3.848, 1.443], [-8.137, -2.826, 0.630], [-9.744, -4.003, 1.484], [-7.880, -4.951, 0.927], [-6.132, -0.789, 3.929], [-6.060, -1.249, 5.638], [-5.666, -2.427, 4.381], [-8.428, -1.186, 4.866], [-7.975, -2.844, 5.273], [5.542, -0.515, -5.399], [5.010, 0.331, -6.528], [5.934, 1.395, -6.886], [6.932, 1.059, -7.677], [7.173, -0.012, -8.153], [7.795, 2.308, -7.982], [8.054, 3.018, -6.881], [7.148, 3.106, -8.847], [8.953, 1.955, -8.533], [5.778, 0.102, -4.532], [4.785, -1.243, -5.117], [6.444, -1.051, -5.697], [4.102, 0.853, -6.235], [4.798, -0.266, -7.414]],
  "atomic_forces_ev_per_a": [[-0.0993, -0.1053, -0.0026], [-0.0465, 0.1555, -0.2483], [0.2210, -0.0737, 0.4189], [-0.4033, -0.1003, -0.1799], [0.0813, -0.1412, -0.0698], [0.3130, 0.2220, 0.1966], [-0.1503, -0.1180, -0.0404], [0.2162, 0.1926, -0.0661], [-0.4371, 0.0513, 0.0047], [0.0611, 0.0985, 0.2363], [0.5554, -0.1713, -0.0645], [-0.4555, 0.0710, 0.3901], [-0.1056, -0.2619, 0.0166], [-0.0891, -0.0385, 0.1387], [0.1948, 0.1835, -0.2008], [-0.2202, -0.2834, 0.4534], [-0.3117, -0.0330, 0.1221], [-0.0035, 0.0257, 0.0346], [-0.0076, 0.0509, -0.0798], [0.0664, 0.0450, 0.0453], [0.0687, -0.1808, -0.0127], [0.0617, 0.0147, -0.0044], [-0.0278, 0.0587, -0.0130], [0.2558, 0.1259, 0.1186], [0.0808, -0.0237, -0.0283], [-0.1448, -0.0178, 0.0356], [0.0346, -0.0600, -0.0919], [-0.1277, -0.1539, -0.0195], [0.0932, 0.0549, 0.1013], [-0.0098, -0.0048, -0.0399], [-0.0637, -0.1419, -0.0357], [-0.0076, 0.0107, 0.1488], [0.2197, -0.0726, -0.1207], [0.0445, -0.0483, -0.1208], [-0.0269, 0.0318, 0.0073], [-0.0092, -0.0297, -0.0777], [-0.0737, 0.0493, 0.0312], [-0.2594, -0.0530, -0.0650], [-0.0021, -0.0431, -0.0106], [0.0378, -0.0267, -0.0439], [0.3041, 0.3922, -0.3976], [-0.0154, -0.0517, -0.0373], [0.0080, -0.0282, -0.0617], [0.0842, 0.0148, -0.1312], [-0.0092, -0.0271, 0.0214], [0.0493, 0.1334, -0.1344], [0.0590, 0.0715, 0.0202], [-0.0159, -0.0794, 0.0970], [0.0370, 0.1446, -0.1335], [-0.0214, -0.0107, 0.0183], [-0.0065, -0.0369, -0.0127], [0.0366, -0.0137, 0.0100], [0.0646, 0.0437, -0.0057], [-0.0124, -0.0075, 0.0107], [-0.0371, 0.0307, 0.0698], [-0.0248, 0.0221, -0.0316], [0.0241, 0.0229, -0.0323], [0.0045, -0.0011, -0.0050], [-0.0197, 0.0225, -0.0254], [0.0133, -0.0628, 0.0257], [-0.0408, -0.0374, 0.0633], [0.0446, -0.0574, 0.2245], [-0.3135, 0.1956, -0.2042], [0.0369, -0.0311, -0.0264], [0.0393, -0.0011, 0.0037], [0.0120, 0.0219, 0.0036], [-0.0358, -0.0018, -0.0025], [-0.0056, -0.0049, -0.0019], [-0.0080, 0.0044, 0.0080], [-0.0018, 0.0014, -0.0114], [-0.0466, 0.0709, -0.0580], [0.0317, 0.0684, -0.0343], [-0.0098, -0.0405, -0.0814], [0.0815, 0.0212, 0.0601], [0.0821, -0.0892, 0.0680], [0.0072, -0.0806, 0.0911], [-0.0195, 0.0985, -0.1601], [0.0142, -0.0281, 0.0187], [-0.0017, -0.0052, 0.0370], [-0.0755, 0.0075, -0.0446], [0.0017, 0.0080, -0.0320], [0.0066, 0.0019, -0.0001], [0.0558, 0.0384, -0.1591], [0.0092, 0.0134, -0.0092], [-0.0198, 0.0241, -0.0302], [-0.0041, 0.0052, -0.0009], [0.0212, 0.0240, -0.0206], [-0.0233, -0.0190, 0.0585], [0.0353, -0.0482, 0.0507], [0.0786, -0.0689, -0.1814], [-0.0212, 0.1069, 0.2477], [0.0094, -0.0258, -0.0146], [-0.0212, -0.0133, -0.0298], [-0.0185, 0.0229, -0.0109], [0.0217, 0.0036, 0.0220], [0.0016, -0.0004, 0.0069], [0.0103, 0.0071, 0.0061], [-0.0070, -0.0042, 0.0106], [-0.0169, 0.0442, 0.0578], [-0.0119, 0.0071, 0.0043], [-0.0025, -0.0130, 0.0450], [-0.0201, 0.0067, -0.0853], [0.0305, -0.0619, -0.0734], [0.2169, 0.0755, 0.0879], [-0.2591, -0.1485, 0.0238], [0.0273, -0.0016, -0.0215], [0.0174, 0.0323, -0.0189], [-0.0089, 0.0246, 0.0145], [-0.0107, -0.0306, 0.0087], [-0.0017, -0.0066, -0.0008], [-0.0006, -0.0068, 0.0112], [-0.0097, -0.0024, -0.0069], [-0.0552, 0.0102, 0.0033], [0.0191, -0.0210, 0.0107], [-0.0288, -0.0167, -0.0458], [0.0502, 0.0742, 0.0119], [0.0915, 0.0080, -0.0220]],
  "lowdin_charge": [-0.111, -0.204, -0.495, -0.296, -0.401, 0.605, -0.332, -0.233, -0.396, -0.072, -0.180, -0.185, -0.102, -0.343, -0.056, -0.060, -0.297, 0.060, 0.067, 0.057, 0.106, 0.103, 0.123, 0.111, 0.112, 0.017, -0.003, 0.008, 0.063, 0.049, 0.105, 0.091, 0.104, 0.076, 0.065, 0.070, 0.115, 0.085, 0.086, 0.091, 0.099, 0.079, 0.051, 0.063, 0.071, 0.069, 0.070, -0.062, -0.190, 0.035, -0.402, 0.162, -0.549, 0.169, 0.162, 0.169, 0.084, 0.081, 0.077, 0.127, 0.125, -0.059, -0.167, 0.041, -0.421, 0.158, -0.544, 0.161, 0.157, 0.161, 0.085, 0.077, 0.075, 0.111, 0.127, -0.060, -0.194, 0.039, -0.386, 0.142, -0.564, 0.170, 0.168, 0.170, 0.084, 0.081, 0.077, 0.126, 0.119, -0.054, -0.189, 0.034, -0.406, 0.169, -0.548, 0.171, 0.156, 0.174, 0.069, 0.086, 0.084, 0.123, 0.123, -0.049, -0.186, 0.038, -0.413, 0.166, -0.547, 0.166, 0.158, 0.167, 0.090, 0.062, 0.083, 0.126, 0.121],
  "homo_lumo_gap_ha": 0.244,
  "total_charge": -1
}